Record 1
Computed, not measured: the molecule C4H5N3 at a distorted geometry, with wB97M-V/def2-TZVPD.

Its lowest unoccupied orbital energy is 0.154 eV. The relative energy (zero: lowest compared OMol25 entry of this formula, charge and spin) is 99.7 kcal per mole. Its SMILES is [H]/N=N/C=C(\N)C#C. For the HOMO-LUMO gap, the calculation gives 8.66 eV. As for the HOMO energy: -8.5 eV.

```
! wB97M-V def2-TZVPD RIJCOSX def2/J DEFGRID3
* xyz 0 1
C 0.04382 -0.30664 0.09438
N 0.58888 -0.61147 -1.12092
C -0.01721 0.85011 0.74993
N 0.40997 2.11852 0.23743
N 0.46039 2.26819 -0.99213
C -0.47324 -1.49080 0.84109
C -0.93683 -2.50740 1.28723
H 0.87690 0.22670 -1.62517
H 0.04042 -1.28153 -1.65045
H 0.79253 3.21212 -1.24103
H -0.50211 0.94592 1.71497
H -1.28353 -3.42371 1.70467
*
```



Record 2
Computed, not measured: a structure of composition C8H32O8 at a distorted geometry, with wB97M-V/def2-TZVPD.

Its lowest unoccupied orbital energy is 0.006 eV. The relative energy (zero: lowest compared OMol25 entry of this formula, charge and spin) is 458.0 kcal per mole. For the HOMO-LUMO gap, the calculation gives 7.56 eV. As for the HOMO energy: -7.6 eV.

```
! wB97M-V def2-TZVPD RIJCOSX def2/J DEFGRID3
* xyz 0 1
C 15.50481 -22.90003 -10.55206
O 16.71347 -22.07685 -10.77411
H 14.87549 -22.36266 -9.84262
H 15.01016 -23.00121 -11.51807
H 15.82135 -23.83022 -10.08021
H 16.77887 -21.40321 -10.09328
C 15.64311 -27.33539 -10.62568
O 16.86877 -27.50883 -11.29550
H 14.85355 -27.76880 -11.23956
H 15.58409 -27.83490 -9.65867
H 15.48128 -26.26825 -10.47361
H 17.08386 -28.43279 -11.44260
C 13.42741 -26.97291 -9.08302
O 12.62746 -28.06051 -9.58779
H 12.78795 -26.09227 -9.02255
H 13.88930 -27.32375 -8.16016
H 14.21869 -26.81201 -9.81521
H 13.20678 -28.81536 -9.71501
C 11.25812 -25.13646 -8.27683
O 10.77916 -23.83390 -8.50204
H 10.53567 -25.67516 -7.66365
H 11.32730 -25.80079 -9.13821
H 12.21637 -25.11507 -7.75780
H 9.97174 -23.75666 -7.98853
C 14.46346 -25.26289 -8.06553
O 15.16751 -25.43180 -9.31568
H 14.74175 -24.29678 -7.64446
H 13.39373 -25.20065 -8.26525
H 14.74331 -26.02681 -7.34013
H 14.63537 -25.04422 -10.01440
C 15.43601 -22.55867 -7.01169
O 15.00880 -23.25506 -5.83919
H 15.20888 -21.50596 -6.84337
H 16.51696 -22.62355 -7.13589
H 15.02770 -22.88023 -7.96980
H 14.10077 -23.54468 -5.95414
C 17.14236 -24.35476 -8.42296
O 16.78181 -25.72171 -8.49874
H 16.31077 -23.84903 -7.93225
H 18.01488 -24.16671 -7.79731
H 17.20129 -23.85011 -9.38731
H 15.88042 -25.79501 -8.82079
C 12.88088 -24.08351 -9.94365
O 13.93626 -24.62473 -10.69493
H 11.97016 -24.68137 -9.97911
H 13.21266 -23.89482 -8.92266
H 12.58705 -23.10899 -10.33362
H 13.57330 -24.76393 -11.57271
*
```



Record 3
Computed, not measured: the molecule C11H16N2O at a distorted geometry, with wB97M-V/def2-TZVPD.

Its lowest unoccupied orbital energy (spin up / spin down) is -0.362 / -0.432 eV. The relative energy (zero: lowest compared OMol25 entry of this formula, charge and spin) is 92.5 kcal per mole. For the HOMO-LUMO gap (spin up / spin down), the calculation gives 7.41 / 7.27 eV. As for the HOMO energy (spin up / spin down): -7.8 / -7.7 eV.

```
! wB97M-V def2-TZVPD RIJCOSX def2/J DEFGRID3
* xyz 0 1
C -1.74937 -1.05601 1.30724
C -0.83366 1.71118 -0.69858
C 0.85057 -0.12453 -1.39639
C 0.59946 1.30916 -0.88340
C -1.94560 0.74484 -0.98818
C 0.48609 -0.69818 0.04536
C -0.97113 -1.16448 0.15989
C 0.92431 0.62732 0.65038
C -1.33832 -2.29223 -0.72911
C 0.26232 1.23707 1.86086
C 2.45919 0.71336 0.81816
N -2.45634 -1.00329 2.24531
N -3.20830 1.16030 -0.55199
O -1.04317 2.84932 -0.29252
H 0.26124 -0.37905 -2.25008
H 1.89862 -0.19377 -1.50764
H 1.25021 2.15666 -1.16307
H -1.77742 0.16885 -1.92859
H 1.16336 -1.51702 0.21160
H -1.13260 -3.25085 -0.20198
H -0.82508 -2.09280 -1.74366
H -2.49090 -2.38748 -0.98195
H -0.78705 0.89145 2.15061
H 0.31124 2.27010 1.73873
H 0.83363 0.79478 2.75291
H 2.58076 0.27550 1.75939
H 2.87911 1.65863 0.74533
H 3.06035 0.15197 0.21694
H -4.02723 0.83833 -1.19045
H -3.29917 1.62053 0.31768
*
```



Record 4
Computed, not measured: the ion CH3O with charge -1 at a distorted geometry, with wB97M-V/def2-TZVPD.

Its lowest unoccupied orbital energy is 5.458 eV. The relative energy (zero: lowest compared OMol25 entry of this formula, charge and spin) is 7.5 kcal per mole. Its SMILES is C[O-]. For the HOMO-LUMO gap, the calculation gives 6.91 eV. As for the HOMO energy: -1.4 eV.

```
! wB97M-V def2-TZVPD RIJCOSX def2/J DEFGRID3
* xyz -1 1
C 0.01163 -0.00822 -0.07694
O 0.07693 0.17703 1.29877
H 1.03053 -0.35791 -0.45018
H -0.81419 -0.82604 -0.27622
H -0.30490 1.01513 -0.49544
*
```



Record 5
Computed, not measured: the molecule C4H9OPS at a distorted geometry, with wB97M-V/def2-TZVPD.

Its lowest unoccupied orbital energy is 0.553 eV. The relative energy (zero: lowest compared OMol25 entry of this formula, charge and spin) is 70.5 kcal per mole. For the HOMO-LUMO gap, the calculation gives 8.98 eV. As for the HOMO energy: -8.4 eV.

```
! wB97M-V def2-TZVPD RIJCOSX def2/J DEFGRID3
* xyz 0 1
C -1.03859 0.01983 0.41789
C 0.21353 -0.87142 0.40927
C -0.80738 1.51520 0.74467
C 1.02136 -0.92087 -0.90283
O -0.39269 4.11998 -0.35834
P -0.76836 2.74120 -0.40272
S 1.66326 0.70992 -1.26913
H -1.46726 -0.12935 -0.48340
H -1.64195 -0.35840 1.24263
H 0.94800 -0.56776 1.16601
H -0.00941 -1.94369 0.49550
H -0.99276 1.89207 1.77411
H 1.81715 0.46083 -2.53917
H 1.77671 -1.77704 -0.84446
H 0.54027 -1.19323 -1.77326
H -0.84628 2.43964 -1.74392
*
```



Record 6
Computed, not measured: a structure of composition H31O15 at a distorted geometry, with wB97M-V/def2-TZVPD.

Its lowest unoccupied orbital energy is -2.763 eV. The relative energy (zero: lowest compared OMol25 entry of this formula, charge and spin) is 15.4 kcal per mole. For the HOMO-LUMO gap, the calculation gives 10.91 eV. As for the HOMO energy: -13.7 eV.

```
! wB97M-V def2-TZVPD RIJCOSX def2/J DEFGRID3
* xyz 1 1
O 1.59066 -2.27744 -3.57367
H 1.37470 -3.14953 -3.22641
H 0.75758 -1.84088 -3.53993
O 0.41973 2.62449 -2.85760
H 0.60452 2.90791 -3.75927
H 1.22486 2.80706 -2.38777
O 0.86035 -3.62398 -0.37751
H 1.29745 -3.85992 0.44289
H -0.13864 -3.41721 -0.22952
O 3.43811 0.58462 -1.50684
H 4.13430 0.45888 -2.16092
H 3.91399 0.84095 -0.71363
O -0.74387 0.56428 -0.90155
H -1.61137 0.98716 -0.80127
H -0.37895 1.21490 -1.52598
O 0.98540 -1.38024 -1.09950
H 1.75007 -0.78593 -1.16059
H 1.11191 -2.61267 -0.68697
O 0.95514 2.05175 3.25210
H 0.84242 1.62861 4.11046
H 1.72755 2.62177 3.33174
O -2.22127 -1.90925 1.63118
H -1.33424 -1.55002 1.81002
H -2.68362 -1.04663 1.56191
O -3.34150 2.48814 -1.21620
H -3.19326 3.00150 -0.42010
H -3.19323 3.01812 -2.00054
O 0.04594 -0.31229 1.51189
H 0.55650 -0.95779 -0.32950
O 2.41594 2.38611 0.72451
H 1.82378 2.57521 -0.00608
H 1.82432 2.16916 1.45331
O -3.45146 0.53742 1.21572
H -3.71505 0.61624 0.28730
H -3.10544 1.41224 1.42306
O -1.54240 -2.72605 -0.61273
H -2.01306 -2.79273 0.22654
H -1.74338 -3.41135 -1.25820
O 1.47972 -2.64630 2.30086
H 0.96029 -3.19635 2.90487
H 0.85106 -1.94236 2.15364
O -0.91306 3.20238 1.25741
H -0.91384 4.16550 1.30487
H -0.79432 2.95779 2.18592
H 0.34384 0.31449 2.19172
H -0.51868 0.32287 1.04457
*
```